Here is C24H27IN6O2RuSSi as an isolated structure in a non-equilibrium geometry from the OMol25 dataset. Energies are from ωB97M-V with the def2-TZVPD basis set.

Calculated values
HOMO energy (alpha / beta) (eV): -13.2 / -13.2
Net charge: +2
Energy (hartree): -2489.48865

The geometry in XYZ format:
```
63
C24H27IN6O2RuSSi | the OMol25 dataset | ωB97M-V with the def2-TZVPD basis set
I -5.1461 3.3244 -0.5890
Ru -0.5676 -0.2788 -0.2549
S 1.2128 -2.2159 -2.6028
Si 0.8821 1.6510 1.4464
O 1.2624 -3.6208 -2.3902
O 0.9206 -1.6304 -3.8734
N -1.6191 -3.3062 -2.2932
N 6.1523 0.1497 -0.5032
N -1.7229 0.8904 -1.3974
N -1.9947 -1.7704 -0.5331
N -0.0407 -1.6365 -1.5659
N -0.6534 0.6678 1.5120
C 4.9862 -0.3759 -0.9526
C 1.0722 1.6119 -0.4278
C -2.1032 2.0716 -3.4124
C -1.2438 -2.3282 -1.5111
C 4.1871 0.3391 -1.8652
C -2.4766 -0.6318 5.0018
C -3.2474 -2.2030 -0.3934
C 4.5610 -1.6472 -0.5231
C -3.0411 -0.9453 3.7584
C -3.1762 2.7305 -2.8328
C -3.7299 -3.2274 -1.1809
C 3.0220 -0.2090 -2.3507
C -0.7383 0.6374 3.9366
C 2.2680 0.6500 2.1586
C -2.4539 -0.4852 2.6115
C -1.2575 0.2840 2.6548
C -1.3352 0.1747 5.0794
C -2.7716 1.5049 -0.8258
C 2.6171 -1.4713 -1.9163
C -1.3925 1.1492 -2.6714
C -3.5289 2.4289 -1.5205
C -2.8534 -3.7743 -2.1126
C 0.6186 3.3785 2.0326
C 3.3967 -2.1932 -1.0087
H -0.9271 0.4366 6.0460
H 5.1830 -2.2110 0.1606
H -0.5627 0.5933 -3.0902
H 2.4361 0.3052 -3.1030
H -3.9413 -1.5431 3.7135
H 1.4405 4.0138 1.6938
H 2.2350 0.5857 3.2474
H -2.8886 -0.6692 1.6430
H -3.1487 -4.5980 -2.7514
H 2.0962 1.8475 -0.7141
H -2.9978 1.2473 0.1984
H -3.7359 3.4670 -3.3940
H -3.8730 -1.7445 0.3603
H -0.3128 3.7889 1.6377
H 0.5797 3.4526 3.1207
H 6.7630 -0.3849 0.0875
H 0.9398 0.5882 -0.8750
H -2.9389 -0.9926 5.9107
H 3.2306 1.0922 1.8910
H 4.5206 1.3113 -2.2084
H -1.8148 2.2743 -4.4340
H 6.5117 1.0032 -0.8898
H 2.2428 -0.3709 1.7670
H 0.1374 1.2690 4.0045
H 0.4119 2.3232 -0.9209
H 3.0882 -3.1896 -0.7203
H -4.7400 -3.5882 -1.0647
```


Here is C24H27N10PReS3 as an isolated structure from the OMol25 dataset. Energies are from ωB97M-V with the def2-TZVPD basis set.

Calculated values
HOMO energy (alpha / beta) (eV): -13.1 / -13.1
Multiplicity: 2
Net charge: +2
Energy (hartree): -3092.21300
Relative energy (zero: lowest compared OMol25 entry of this formula, charge and spin) (eV): 0.0695

The geometry in XYZ format:
```
66
C24H27N10PReS3 | the OMol25 dataset | ωB97M-V with the def2-TZVPD basis set
Re 0.4164 -0.8078 -0.2209
S 1.7439 -2.1186 -1.6919
S 0.2426 0.8755 -1.7221
S 3.6899 0.4083 2.8835
P -2.6181 -2.0077 1.3660
N -2.4519 0.4450 2.7034
N 1.9489 -0.3504 0.8765
N 3.3427 0.0454 -2.0479
N -0.8685 -3.9870 2.3961
N -0.8202 0.1658 1.2615
N -3.4268 -2.3922 -1.3031
N 3.7773 -1.8216 -3.2968
N 2.3518 2.4922 -0.4117
N 0.0948 -2.5624 1.0384
N -1.3758 -1.6416 -1.1218
C -1.9529 -0.3558 1.7387
C 0.4458 -4.3512 2.2991
C 4.7380 2.4958 -0.0051
C 2.6994 -0.0254 1.7480
C 1.0388 -3.4632 1.4523
C -0.3878 4.8788 0.3564
C 3.2564 4.3733 0.7716
C -0.5926 1.3244 1.9516
C -2.9142 -2.3136 -2.5687
C 2.0385 4.9647 0.8637
C -1.0500 -2.8941 1.6265
C -1.4475 4.2365 -0.2193
C -1.6417 -1.8456 -2.4495
C 0.9087 4.3181 0.3032
C 1.1184 3.0759 -0.3313
C -3.6804 0.2390 3.4698
C -1.8768 -4.6600 3.2134
C -1.2512 3.0019 -0.8656
C 3.0427 -1.1899 -2.3851
C -0.0103 2.4207 -0.9008
C -1.6006 1.5046 2.8489
C 3.3787 3.1189 0.1166
C -4.7738 -2.8496 -0.9620
C -2.4742 -1.9739 -0.4456
H 0.8427 -5.1988 2.8300
H 4.0949 0.5262 -2.5190
H -2.4341 4.6790 -0.1979
H -3.4898 -2.5898 -3.4348
H -1.7844 2.2898 3.5611
H 1.9156 5.9228 1.3537
H -5.2851 -3.1145 -1.8822
H -1.4459 -5.5792 3.5979
H 3.5534 -2.7698 -3.5475
H -3.6083 -0.6654 4.0697
H 5.2532 2.8988 -0.8809
H 4.1397 4.8393 1.1865
H -3.8139 1.0899 4.1306
H 2.7947 0.6098 -1.3962
H 0.2692 1.9418 1.7710
H -0.9149 -1.6399 -3.2153
H 2.0605 -3.4123 1.1184
H -2.1698 -4.0290 4.0496
H 5.3510 2.7237 0.8654
H 4.5758 -1.3927 -3.7363
H -5.3274 -2.0564 -0.4653
H -4.7246 -3.7262 -0.3204
H -0.5219 5.8362 0.8445
H 4.6677 1.4141 -0.0990
H -4.5355 0.1726 2.8016
H -2.0873 2.5028 -1.3397
H -2.7475 -4.9050 2.6102
```


Here is C24H27N10PReS3 as an isolated structure from the OMol25 dataset. Energies are from ωB97M-V with the def2-TZVPD basis set.

Calculated values
HOMO energy (alpha / beta) (eV): -12.6 / -12.6
Multiplicity: 2
Net charge: +2
Energy (hartree): -3092.21555
Relative energy (zero: lowest compared OMol25 entry of this formula, charge and spin) (eV): 0.0000

The geometry in XYZ format:
```
66
C24H27N10PReS3 | the OMol25 dataset | ωB97M-V with the def2-TZVPD basis set
Re -0.5258 0.2143 0.6587
S -1.6986 -0.8252 2.2142
S 3.9308 -1.2432 0.1836
S 0.8581 -3.2180 -2.1850
P -1.6597 2.9990 -1.3570
N 1.0505 0.1170 2.1676
N 0.4819 1.2264 -1.0665
N 0.0892 -1.3542 -0.2948
N -3.7790 1.2108 -1.9052
N 6.2469 -2.3719 -0.4065
N 4.4294 -3.2290 -1.4953
N -2.2484 0.3699 -0.5810
N -0.9138 2.2294 1.2418
N -1.5180 4.3292 1.1362
N 0.7004 2.5219 -2.8264
C 3.0817 -0.5611 3.9886
C -0.7245 -2.2919 4.3048
C 0.8324 -0.8254 3.1640
C 4.9268 -2.3455 -0.6240
C -4.1531 -0.0743 -1.6246
C -3.1994 -0.5902 -0.8015
C -0.7916 2.7737 2.4965
C -4.5534 2.1312 -2.7364
C -1.3588 3.1933 0.4327
C 0.4228 -2.1614 -1.1037
C -2.6186 1.4551 -1.2614
C -0.4568 -1.3747 3.3165
C -1.1662 4.0782 2.4372
C 3.2496 0.4305 3.0766
C 1.7676 1.6660 -2.8191
C 1.6246 0.8631 -1.7274
C 0.4515 3.5278 -3.8560
C -1.9758 5.6294 0.6457
C -0.0664 2.2245 -1.7554
C 2.2176 0.7645 2.1743
C 1.8311 -1.2088 4.0734
C 1.5466 -2.1819 5.0587
C 2.5005 1.8817 1.2237
C 0.2942 -2.7189 5.1709
H -1.2204 4.8373 3.1982
H 6.6363 -1.7160 0.2457
H -2.2646 5.5418 -0.3972
H 2.5283 1.6998 -3.5798
H 1.3647 4.0895 -4.0341
H 3.1130 1.5105 0.3990
H 5.0017 -3.9128 -1.9614
H -5.4624 2.4231 -2.2152
H 0.0779 -3.4561 5.9310
H 0.1342 3.0460 -4.7785
H -3.1281 -1.5729 -0.3687
H -0.4623 2.1925 3.3401
H 3.8792 -0.8404 4.6656
H 1.5992 2.3327 0.8247
H -1.7275 -2.6860 4.4089
H -0.3232 4.2106 -3.5190
H -5.0513 -0.5072 -2.0296
H 3.0838 2.6437 1.7394
H 2.3379 -2.4797 5.7346
H -1.1737 6.3576 0.7397
H 3.4354 -3.2286 -1.6557
H -3.9597 3.0148 -2.9509
H 2.2646 0.0660 -1.3748
H 4.1823 0.9702 3.0003
H -2.8345 5.9509 1.2299
H 6.8601 -3.0274 -0.8608
H -4.8094 1.6387 -3.6709
```


Here is C24H27N3O5 as an isolated structure in a non-equilibrium geometry from the OMol25 dataset. Energies are from ωB97M-V with the def2-TZVPD basis set.

Calculated values
HOMO energy (eV): -8.0
Net charge: 0
Energy (hartree): -1470.37405
Relative energy (zero: lowest compared OMol25 entry of this formula, charge and spin) (eV): 26.0493

The geometry in XYZ format:
```
59
C24H27N3O5 | the OMol25 dataset | ωB97M-V with the def2-TZVPD basis set
O 1.9501 1.4955 0.9690
O 0.6095 -3.3938 -0.3056
O -3.2482 2.7704 -0.1438
O -3.0148 -4.5070 0.0502
O -0.0889 -1.9466 2.1763
N 1.4458 2.7881 -1.4174
N -1.4530 2.4599 -1.7244
N -1.5554 -3.4211 1.3266
C -2.4332 -3.6197 0.1909
C 1.2581 -4.3790 0.6148
C 2.4924 2.9394 -0.6067
C -0.9850 -4.6720 1.6884
C -2.4397 1.8412 -0.8449
C -1.7872 -0.0450 0.3288
C -3.2740 -0.2903 -1.4259
C 4.0743 2.4905 1.1338
C -1.7148 -1.3774 0.4862
C 0.8037 1.6515 -1.3125
C -0.9567 3.9578 -1.2510
C 0.1558 -5.2835 0.9154
C 1.5139 -2.2283 -0.5449
C 4.8126 3.9614 -0.6015
C -0.4237 1.7107 -2.1303
C -1.1133 -2.0600 1.5988
C 5.0245 3.4706 0.5728
C 3.2713 3.9690 -1.2447
C -2.3648 0.4728 -0.5669
C 0.0942 3.7803 -0.4904
C -3.6295 -1.6504 -1.2766
C -2.6049 -2.2517 -0.0817
C 2.2807 0.6486 2.2402
C 2.9679 2.2394 0.5410
H -4.1165 0.2118 -2.0520
H -4.3426 -2.2580 -1.6622
H -1.5959 -5.4949 2.0457
H 1.5414 -0.0653 2.5014
H 2.4310 1.3505 3.0677
H 1.7717 -1.5875 0.1738
H 5.4292 4.7579 -1.0608
H -0.8266 0.5055 -2.4825
H -0.2443 2.0136 -3.1878
H 3.0498 0.1285 1.9147
H -0.7977 4.3313 -2.4664
H -0.3783 -4.4308 2.8084
H 1.6019 -3.6922 1.7279
H -0.9710 0.7013 0.9842
H 0.5262 4.6668 -0.5389
H 1.3534 1.0047 -2.0465
H 5.9721 3.5411 1.1831
H 0.0943 3.4464 0.3274
H 0.4438 1.0111 -0.5411
H -0.4025 -5.5723 0.0935
H 3.2691 4.5111 -1.9409
H 0.6710 -6.3090 1.3750
H -1.9073 4.4980 -1.0282
H 2.5577 -2.6389 -1.0065
H 1.0757 -1.5035 -1.3138
H 4.4715 1.8745 1.8139
H 1.9834 -4.7179 0.2181
```